[1]
DFT (the ωB97M-V functional and the def2-TZVPD basis) results for a molecular structure, C40H47BrN6O2S4SbTc.

Geometry (Å):
1 Tc 0.10 0.03 -0.13
2 C 1.36 0.35 5.29
3 N 0.75 0.73 4.04
4 C -0.02 1.95 4.10
5 C 0.85 -0.06 2.93
6 N -0.14 -0.22 2.05
7 C -1.40 -0.23 2.64
8 C -1.56 -0.91 3.85
9 C -2.67 -0.72 4.66
10 C -3.62 0.20 4.31
11 C -3.59 0.79 3.03
12 C -4.63 1.65 2.62
13 C -4.70 2.09 1.33
14 C -3.81 1.59 0.39
15 C -2.75 0.76 0.75
16 N -2.02 0.16 -0.28
17 C -2.77 -0.40 -1.21
18 N -3.97 -1.02 -0.94
19 C -4.38 -1.50 0.36
20 C -5.08 -0.88 -1.86
21 N -2.37 -0.46 -2.50
22 C -2.16 0.76 -3.25
23 C -2.47 -1.66 -3.28
24 C -2.54 0.46 2.12
25 N 2.02 -0.75 2.81
26 C 2.03 -2.15 2.49
27 C 3.30 -0.17 3.16
28 H 0.59 0.39 6.07
29 H 2.17 1.02 5.57
30 H 1.74 -0.67 5.24
31 H 0.17 2.44 5.05
32 H -1.09 1.78 4.01
33 H 0.32 2.63 3.31
34 H -0.77 -1.56 4.18
35 H -2.74 -1.25 5.60
36 H -4.41 0.47 4.99
37 H -5.37 1.94 3.36
38 H -5.48 2.77 1.02
39 H -3.93 1.85 -0.66
40 H -3.51 -1.70 0.99
41 H -4.93 -2.44 0.22
42 H -5.03 -0.79 0.88
43 H -4.78 -0.30 -2.73
44 H -5.90 -0.35 -1.37
45 H -5.44 -1.86 -2.19
46 H -1.87 1.57 -2.59
47 H -3.08 1.05 -3.78
48 H -1.37 0.61 -3.99
49 H -2.55 -2.52 -2.62
50 H -1.56 -1.76 -3.87
51 H -3.33 -1.66 -3.97
52 H 2.17 -2.75 3.40
53 H 2.85 -2.38 1.80
54 H 1.09 -2.43 2.02
55 H 3.19 0.91 3.23
56 H 4.01 -0.39 2.37
57 H 3.70 -0.57 4.10
58 Br 2.63 -0.27 -0.27
59 C 2.58 -2.13 -0.76
60 C 3.74 -2.77 -1.11
61 C 3.71 -4.14 -1.39
62 C 2.53 -4.83 -1.27
63 C 1.34 -4.19 -0.89
64 C 0.15 -4.92 -0.69
65 C -0.98 -4.26 -0.26
66 C -0.97 -2.88 -0.07
67 C 0.14 -2.08 -0.29
68 C 1.33 -2.78 -0.66
69 H 4.67 -2.22 -1.15
70 H 4.62 -4.64 -1.68
71 H 2.51 -5.90 -1.45
72 H 0.15 -5.99 -0.85
73 H -1.89 -4.82 -0.08
74 H -1.89 -2.42 0.25
75 S -0.78 5.48 2.90
76 Sb -1.65 3.88 1.46
77 S 0.35 2.43 0.38
78 S 1.97 2.71 1.47
79 S -2.38 5.00 -0.43
80 C 5.54 4.01 -2.77
81 C 4.37 3.09 -2.95
82 C 3.08 3.58 -2.85
83 C 1.97 2.75 -2.99
84 C 0.59 3.33 -2.94
85 C 2.18 1.38 -3.22
86 C 3.47 0.89 -3.38
87 C 3.72 -0.55 -3.76
88 C 4.55 1.75 -3.25
89 C 0.98 0.44 -3.23
90 O 0.64 -0.13 -4.27
91 O 0.38 0.33 -2.12
92 H 5.46 4.87 -3.44
93 H 6.48 3.51 -2.96
94 H 5.56 4.39 -1.75
95 H 2.93 4.63 -2.64
96 H 0.61 4.41 -3.00
97 H 0.10 3.06 -2.01
98 H -0.02 2.93 -3.76
99 H 2.89 -1.19 -3.48
100 H 4.63 -0.92 -3.30
101 H 3.83 -0.61 -4.85
102 H 5.55 1.36 -3.37

2S+1   4
LUMO energy (alpha / beta)   2.068 / 1.242 eV
Energy above the lowest of the compared OMol25 structures with the same formula, charge and spin   48.29 kJ/mol
Total energy   -6519.385122 a.u.
Orbital gap (alpha / beta)   5.75 / 4.91 eV
Strongest force on any atom   1.55 eV Å⁻¹
Net charge   -1
⟨S²⟩   3.79


[2]
DFT (the ωB97M-V functional and the def2-TZVPD basis) results for 11 unconnected molecules or ions with the total composition H22O11.

Geometry (Å):
1 O -0.09 -1.96 -2.92
2 H -1.03 -2.03 -2.78
3 H 0.18 -2.82 -3.27
4 O -2.57 0.44 0.28
5 H -2.89 1.00 -0.45
6 H -2.59 -0.49 0.02
7 O 1.39 -1.97 -0.33
8 H 2.02 -2.36 -0.95
9 H 1.91 -2.01 0.52
10 O -0.96 1.08 2.39
11 H -1.07 1.61 1.55
12 H -1.32 0.25 2.15
13 O -2.46 2.40 -1.81
14 H -1.62 1.92 -2.07
15 H -3.04 2.30 -2.56
16 O -0.92 -2.23 1.50
17 H -0.24 -2.68 2.05
18 H -0.53 -2.29 0.65
19 O 1.91 0.88 2.89
20 H 1.78 1.60 2.21
21 H 1.00 0.88 3.28
22 O 0.08 1.59 -3.04
23 H 0.40 0.87 -2.45
24 H 0.33 1.49 -3.96
25 O 1.07 2.64 0.83
26 H 1.00 3.18 0.00
27 H 0.76 1.75 0.54
28 O 0.12 0.29 -0.79
29 H -0.77 0.22 -0.59
30 H 0.57 -0.52 -0.49
31 O 2.23 -1.92 2.39
32 H 2.23 -0.94 2.60
33 H 3.14 -2.17 2.59

LUMO energy   -0.042 eV
Energy above the lowest of the compared OMol25 structures with the same formula, charge and spin   64.81 kJ/mol
Total energy   -840.855449 a.u.
Orbital gap   10.51 eV
Strongest force on any atom   2.82 eV Å⁻¹


[3]
DFT (the ωB97M-V functional and the def2-TZVPD basis) results for a molecular structure, BH5N2.

Geometry (Å):
1 B 0.27 -0.55 -0.23
2 N 1.34 0.26 0.12
3 N -1.51 0.33 0.20
4 H 0.45 -1.64 -0.53
5 H 2.23 -0.07 0.35
6 H 1.19 1.33 0.32
7 H -2.20 -0.56 0.40
8 H -1.77 0.89 -0.63

LUMO energy   0.662 eV
Energy above the lowest of the compared OMol25 structures with the same formula, charge and spin   303.61 kJ/mol
Total energy   -137.323556 a.u.
Orbital gap   9.58 eV
Strongest force on any atom   4.55 eV Å⁻¹


[4]
DFT (the ωB97M-V functional and the def2-TZVPD basis) results for a molecular structure, C8H24CoO8.

Geometry (Å):
1 Co 2.42 2.88 -0.98
2 C 0.91 1.24 0.25
3 O 0.11 0.50 0.88
4 O 1.83 1.91 0.75
5 O 0.83 1.52 -0.94
6 C -2.83 3.74 2.71
7 C -1.45 3.01 2.78
8 O -1.55 1.65 2.79
9 H -3.27 3.50 1.74
10 H -2.71 4.81 2.83
11 H -3.51 3.44 3.51
12 H -0.90 3.31 3.68
13 H -0.91 3.24 1.86
14 H -1.16 1.35 1.96
15 C -0.72 -1.50 -2.64
16 C 0.19 -0.66 -3.53
17 O -0.10 0.71 -3.22
18 H -0.25 -1.71 -1.68
19 H -1.18 -2.39 -3.06
20 H -1.53 -0.93 -2.18
21 H -0.15 -0.74 -4.56
22 H 1.25 -0.86 -3.39
23 H 0.37 0.84 -2.39
24 C 3.63 -0.94 -1.67
25 O 3.50 -0.46 -3.01
26 H 4.56 -0.51 -1.30
27 H 2.94 -0.58 -0.90
28 H 3.86 -2.00 -1.58
29 H 3.65 0.49 -3.01
30 C -2.79 -1.38 1.29
31 O -1.62 -1.67 0.50
32 H -3.07 -0.34 1.15
33 H -3.63 -1.90 0.82
34 H -2.61 -1.44 2.36
35 H -1.13 -0.86 0.34
36 C 1.48 -3.04 1.24
37 O 0.44 -2.69 2.09
38 H 2.36 -3.27 1.84
39 H 1.25 -3.83 0.52
40 H 1.70 -2.14 0.67
41 H -0.23 -2.32 1.50

2S+1   4
LUMO energy (alpha / beta)   -3.585 / -3.597 eV
Total energy   -2303.673932 a.u.
Orbital gap (alpha / beta)   5.47 / 5.46 eV
Strongest force on any atom   6.10 eV Å⁻¹
⟨S²⟩   3.76